Entry 1:
Here is a molecular structure, C30H35BrNO3P2Pt in a non-equilibrium geometry from OMol25. Energies are from wB97M-V/def2-TZVPD.

The geometry in XYZ format:
```
73
Properties=species:S:1:pos:R:3
Pt -0.324 0.062 0.326
N -1.157 -1.810 -0.813
C -0.188 -2.682 -1.444
C -0.607 -3.856 -2.053
C 0.301 -4.625 -2.766
C 1.631 -4.238 -2.867
C 2.063 -3.086 -2.232
C 1.159 -2.315 -1.500
P 1.731 -0.891 -0.549
C 2.194 -1.458 1.105
C 2.110 -2.787 1.526
C 2.524 -3.118 2.804
C 3.000 -2.134 3.671
C 3.084 -0.807 3.259
C 2.673 -0.464 1.986
C 3.244 -0.284 -1.311
C 3.183 0.527 -2.448
C 4.353 0.897 -3.087
C 5.581 0.475 -2.588
C 5.640 -0.336 -1.459
C 4.480 -0.706 -0.803
H -1.834 -2.334 -0.268
H -1.683 -1.289 -1.511
H -1.648 -4.153 -2.001
H -0.043 -5.521 -3.266
H 2.333 -4.837 -3.430
H 3.104 -2.795 -2.286
H 1.766 -3.557 0.846
H 2.499 -4.153 3.122
H 3.330 -2.411 4.665
H 3.481 -0.054 3.926
H 2.767 0.561 1.639
H 2.227 0.862 -2.833
H 4.314 1.517 -3.973
H 6.495 0.786 -3.075
H 6.594 -0.687 -1.089
H 4.530 -1.334 0.075
Br -1.190 -1.063 6.893
C -0.898 -0.777 5.079
C -1.068 -1.851 4.175
C -0.862 -1.633 2.836
C -0.507 -0.353 2.374
C -0.332 0.711 3.290
C -0.518 0.506 4.632
H -1.366 -2.828 4.532
H -0.984 -2.466 2.156
H -0.049 1.700 2.953
H -0.380 1.317 5.335
C -2.274 4.044 -3.351
C -1.468 3.078 -2.514
O -2.281 2.670 -1.373
P -2.056 1.582 -0.259
O -2.385 2.354 1.076
C -2.055 3.751 1.364
C -3.282 4.621 1.203
O -3.198 0.506 -0.389
C -4.624 0.849 -0.577
C -4.998 0.860 -2.040
H -1.630 4.459 -4.125
H -2.654 4.864 -2.744
H -3.114 3.549 -3.836
H -0.565 3.561 -2.140
H -1.192 2.197 -3.096
H -1.250 4.083 0.704
H -1.699 3.757 2.392
H -3.651 4.581 0.180
H -3.017 5.650 1.446
H -4.071 4.298 1.881
H -4.824 1.803 -0.090
H -5.160 0.068 -0.043
H -4.498 1.669 -2.568
H -6.074 1.005 -2.137
H -4.737 -0.087 -2.513
```

Properties
Strongest force on any atom (eV/A): 1.23
Highest occupied orbital energy (alpha / beta) (hartree): -0.6100 / -0.6266
Gap between HOMO and LUMO (alpha / beta) (eV): 8.6 / 4.8
Total charge: +3
2S+1: 5


Entry 2:
Here is a molecular structure, C30H35F3N3O3PRe in a non-equilibrium geometry from OMol25. Energies are from wB97M-V/def2-TZVPD.

The geometry in XYZ format:
```
76
Properties=species:S:1:pos:R:3
Re 0.022 -0.079 -0.319
C -3.820 1.555 0.980
C -2.783 0.764 0.285
N -1.609 1.271 -0.030
N -1.388 2.551 0.085
C -0.116 2.863 -0.061
O 0.699 1.872 -0.286
C 0.299 4.249 0.076
C 1.598 4.579 0.476
C 1.962 5.900 0.644
C 1.036 6.907 0.404
C -0.254 6.591 -0.003
C -0.633 5.274 -0.153
C -2.968 -0.604 -0.135
C -4.132 -1.344 0.083
C -4.228 -2.620 -0.448
C -3.196 -3.090 -1.248
C -2.055 -2.311 -1.400
N -1.922 -1.124 -0.823
H -3.503 2.589 1.085
H -3.982 1.135 1.976
H -4.775 1.525 0.456
H 2.288 3.783 0.687
H 2.957 6.142 0.983
H 1.313 7.937 0.548
H -0.969 7.376 -0.185
H -1.632 5.019 -0.461
H -4.946 -0.931 0.659
H -5.099 -3.230 -0.260
H -3.255 -4.042 -1.750
H -1.220 -2.675 -1.988
C 5.064 0.264 0.615
C 3.691 0.863 0.316
C 3.825 2.009 -0.683
C 3.076 1.324 1.638
P 2.532 -0.481 -0.384
C 2.929 -1.862 0.733
C 3.794 -2.900 0.401
C 4.123 -3.853 1.348
C 3.581 -3.793 2.624
C 2.709 -2.766 2.962
C 2.379 -1.812 2.021
C 2.844 -0.888 -2.210
C 2.270 0.251 -3.061
C 4.314 -1.081 -2.581
C 2.041 -2.154 -2.529
H 5.714 1.067 0.958
H 5.536 -0.186 -0.252
H 5.021 -0.480 1.405
H 4.297 2.860 -0.195
H 2.856 2.323 -1.063
H 4.467 1.735 -1.518
H 3.631 2.174 2.026
H 3.138 0.540 2.388
H 2.033 1.611 1.522
H 4.224 -2.959 -0.584
H 4.808 -4.643 1.089
H 3.830 -4.542 3.356
H 2.278 -2.716 3.951
H 1.681 -1.022 2.276
H 2.916 1.122 -3.079
H 1.276 0.560 -2.714
H 2.174 -0.104 -4.084
H 4.903 -0.183 -2.417
H 4.356 -1.304 -3.646
H 4.788 -1.910 -2.063
H 0.972 -1.936 -2.471
H 2.261 -2.987 -1.862
H 2.260 -2.468 -3.549
F 0.924 -4.577 0.535
C -0.025 -4.029 1.300
F -1.179 -4.636 1.003
F 0.266 -4.280 2.567
C -0.151 -2.515 0.987
O -0.744 -1.734 1.715
O 0.357 -2.178 -0.125
```

Properties
Strongest force on any atom (eV/A): 2.36
Highest occupied orbital energy (alpha / beta) (hartree): -0.5186 / -0.5181
Gap between HOMO and LUMO (alpha / beta) (eV): 6.4 / 5.6
Energy above the lowest of the compared OMol25 structures with the same formula, charge and spin (eV): 1.798
Total charge: +2
2S+1: 4


Entry 3:
Here is 2 unconnected molecules or ions with the total composition C30H35N4O2 in a non-equilibrium geometry from OMol25. Energies are from wB97M-V/def2-TZVPD.

The geometry in XYZ format:
```
71
Properties=species:S:1:pos:R:3
C -3.670 -3.664 -0.977
C -2.269 -4.193 -0.962
C -1.215 -3.259 -0.941
C 0.104 -3.714 -0.909
C 0.321 -5.110 -0.944
C -0.688 -6.059 -0.960
C -2.003 -5.582 -0.962
N 1.693 -5.260 -0.940
C 2.279 -4.036 -0.905
C 3.762 -4.049 -0.937
N 1.357 -3.073 -0.871
H -4.407 -4.469 -0.989
H -3.844 -3.035 -0.097
H -3.825 -3.023 -1.851
H -1.398 -2.181 -0.951
H -0.426 -7.118 -0.961
H -2.846 -6.282 -0.965
H 2.206 -6.130 -0.972
H 4.171 -3.041 -0.960
H 4.146 -4.580 -0.054
H 4.102 -4.599 -1.827
C 2.040 1.066 7.171
C 2.112 0.284 5.864
N 2.536 1.237 4.842
C 2.218 0.958 3.492
C 2.447 -0.311 2.909
C 2.010 -0.576 1.621
C 1.305 0.393 0.845
C 0.784 -0.005 -0.407
C -0.069 0.751 -1.255
C -0.943 1.800 -0.828
C -1.721 2.514 -1.726
C -1.762 2.160 -3.097
N -2.641 2.800 -4.020
C -4.063 2.631 -3.720
C -4.920 3.312 -4.779
O -4.488 4.653 -5.017
C -3.138 4.722 -5.476
C -2.168 4.106 -4.476
C -0.896 1.133 -3.541
C -0.096 0.442 -2.648
C 1.227 1.712 1.396
C 1.644 1.978 2.688
C 3.851 1.820 5.094
C 3.796 2.539 6.436
O 3.277 1.713 7.481
H 1.203 1.791 7.090
H 1.869 0.389 8.021
H 2.822 -0.558 5.958
H 1.121 -0.102 5.599
H 2.983 -1.072 3.489
H 2.178 -1.553 1.169
H 1.100 -0.985 -0.766
H -1.013 2.048 0.231
H -2.326 3.360 -1.386
H -4.264 1.550 -3.725
H -4.302 3.026 -2.714
H -4.911 2.692 -5.699
H -5.945 3.421 -4.399
H -3.001 4.225 -6.458
H -2.938 5.799 -5.559
H -2.021 4.790 -3.616
H -1.195 3.943 -4.958
H -0.894 0.889 -4.608
H 0.567 -0.350 -3.000
H 0.844 2.531 0.787
H 1.509 2.970 3.129
H 4.637 1.039 5.132
H 4.079 2.527 4.287
H 4.811 2.793 6.775
H 3.196 3.463 6.309
```

Properties
Strongest force on any atom (eV/A): 1.74
Highest occupied orbital energy (hartree): -0.3910
Gap between HOMO and LUMO (eV): 5.5
Energy above the lowest of the compared OMol25 structures with the same formula, charge and spin (eV): 0.493
Total charge: +1


no.,E_tot (Eh)
1,-4819.68396
2,-2272.86003
3,-1533.40522